No. 1
Molecular formula: C14H39CeCl2N3O2P3
Method: DFT, ωB97M-V/def2-TZVPD

XYZ file:
```
64
Properties=species:S:1:pos:R:3:forces:R:3
Ce 0.000 0.000 0.000 3.5 0.7 0.9
Cl -1.038 0.375 -5.006 0.6 0.0 0.2
Cl -1.810 -0.186 -1.543 -1.2 -0.1 -0.7
P 0.000 -2.317 0.053 -0.1 -10.2 0.3
P 0.532 0.203 3.429 1.7 0.0 1.6
P -0.219 2.294 -0.245 -1.2 10.0 -1.2
O 1.188 0.158 1.994 -2.3 -0.2 0.6
O 1.461 0.612 -4.188 -0.4 -0.1 0.2
N -1.212 0.796 3.282 2.9 -1.3 -0.2
N 1.589 1.336 4.411 -2.0 -1.6 -1.6
N 0.774 -1.478 4.119 -0.8 2.6 -1.0
C 1.230 -3.145 1.129 0.3 0.6 0.2
C 1.232 -0.086 -6.500 0.0 0.1 0.2
C -0.434 -2.137 4.624 -0.4 -0.5 0.2
C 1.820 -1.480 5.147 1.0 0.2 0.7
C 2.831 1.674 3.703 0.6 -0.3 -0.5
C 0.899 2.533 4.889 -0.5 0.5 0.7
C 0.278 -3.090 -1.585 0.0 0.9 -0.5
C -1.872 1.080 4.569 -0.6 0.8 1.0
C 0.923 3.366 0.707 0.4 -0.6 0.4
C 0.790 0.330 -5.127 -0.1 -0.1 -0.5
C -0.008 2.873 -1.970 0.2 -0.9 -0.3
C -1.593 -3.042 0.591 -0.4 0.7 0.1
C -1.876 2.929 0.209 -0.4 -0.8 0.3
C -2.070 -0.037 2.436 -0.9 0.5 0.7
H 2.025 -2.516 5.490 -0.4 0.6 -0.4
H 1.275 -2.822 -1.945 0.0 -0.1 -0.1
H 1.133 -4.234 1.071 -0.2 0.2 -0.2
H 0.823 -1.076 -6.726 0.0 0.1 0.0
H 3.513 2.230 4.380 -0.6 -0.4 -0.2
H 1.617 3.241 5.358 -0.3 -0.6 -0.5
H -1.791 -2.749 1.626 0.0 -0.2 -0.1
H -1.961 4.001 -0.004 0.3 -0.2 0.0
H -2.383 -2.634 -0.045 0.0 -0.2 0.1
H 1.516 -0.864 6.021 0.4 -0.4 -0.4
H -0.182 -3.154 4.994 0.1 0.7 -0.2
H -1.438 0.500 5.403 -0.3 0.3 -0.3
H -2.051 2.752 1.274 0.0 0.1 0.0
H 1.955 3.131 0.431 0.0 0.1 0.0
H 2.322 -0.102 -6.540 -0.2 0.0 0.0
H -0.705 2.316 -2.601 0.1 0.1 -0.1
H 1.012 2.658 -2.300 -0.1 0.1 -0.1
H -0.464 -2.687 -2.279 0.1 -0.2 -0.1
H 1.084 -2.821 2.162 0.1 0.0 0.0
H -1.576 -4.135 0.516 0.2 0.2 -0.1
H 2.625 2.297 2.812 0.3 -0.2 0.4
H 3.360 0.752 3.388 -0.3 0.6 0.1
H -2.475 -0.910 2.978 0.3 0.1 -0.5
H 0.801 3.167 1.775 0.0 0.1 -0.1
H -2.968 0.877 4.540 0.8 -0.2 -0.2
H 2.771 -1.094 4.727 -0.6 -0.2 0.3
H -2.621 2.372 -0.365 0.0 0.2 0.0
H -2.948 0.560 2.106 0.6 -0.3 0.1
H 0.207 2.254 5.703 0.2 0.3 -0.5
H -0.893 -1.581 5.462 0.0 -0.4 -0.4
H 0.188 -4.180 -1.528 0.0 0.2 0.3
H -1.144 -2.310 3.806 0.0 0.2 0.3
H 0.367 3.053 4.064 0.2 0.0 0.6
H 0.828 0.612 -7.237 0.0 -0.1 0.1
H 2.238 -2.854 0.819 0.0 -0.1 0.1
H 0.725 4.425 0.509 -0.1 -0.2 -0.2
H -1.548 -0.360 1.534 -0.4 -0.5 0.2
H -0.203 3.948 -2.053 0.0 -0.1 0.3
H -1.796 2.160 4.792 0.1 -0.6 0.0
```
Positions in Å, forces in eV/Å.

Summary:
- charge = +3
- orbital gap (eV) = 6.69
- HOMO energy (eV) = -17.849
- LUMO (eV) = -11.2

=====

No. 2
Molecular formula: C14H40Br3N7O4P2
Method: DFT, ωB97M-V/def2-TZVPD

XYZ file:
```
70
Properties=species:S:1:pos:R:3:forces:R:3
Br 3.417 2.463 -2.541 0.4 -0.9 0.1
Br 4.302 -0.691 -1.577 0.1 1.1 -0.4
Br 6.140 1.912 -0.878 -1.5 -0.6 -0.1
P 2.256 3.792 2.007 0.1 1.7 1.3
P -4.011 -4.823 -1.658 2.0 1.8 0.8
O -0.291 -1.561 -0.559 0.5 0.4 0.0
O 1.773 2.902 0.923 1.2 -0.1 0.2
O -0.712 0.117 -1.841 0.6 -0.3 0.5
O -5.028 -5.319 -0.712 -0.3 -0.2 -0.9
N 3.248 5.096 1.488 -0.2 0.7 -0.6
N -0.030 -0.444 -0.987 -2.3 -1.2 -0.9
N -4.164 -3.119 -1.882 0.2 -1.1 2.6
N 3.212 2.997 3.213 -2.2 0.1 -1.6
N -2.377 -5.077 -1.044 -0.3 -0.6 -2.0
N -4.086 -5.365 -3.244 1.2 0.2 0.8
N 0.950 4.599 2.778 1.4 -0.5 -0.4
C -3.025 -5.184 -4.211 0.2 0.6 0.9
C -5.254 -5.975 -3.715 -1.9 -1.4 0.3
C -2.018 -4.524 0.276 -0.9 -0.4 -0.5
C -1.642 -6.401 -1.379 -1.5 1.6 0.3
C 3.510 6.297 2.274 -0.2 -1.1 1.1
C 4.265 1.271 -1.247 0.5 -0.2 0.1
C -5.516 -2.634 -2.153 0.7 -0.9 -0.4
C 4.302 4.845 0.489 -1.1 -1.3 -0.2
C 3.913 1.816 2.740 0.4 0.1 0.0
C 3.751 3.623 4.421 0.2 -0.4 -1.5
C 0.211 4.008 3.886 0.3 0.4 0.6
C -3.130 -2.253 -2.361 0.0 0.3 -0.2
C 0.232 5.713 2.162 0.0 0.7 0.0
C 1.073 0.289 -0.449 1.1 0.7 0.0
H -2.540 -6.119 -4.490 0.0 -0.2 -0.1
H -2.242 -6.928 -2.121 -0.2 -0.2 0.3
H -2.344 -5.239 1.031 0.6 -0.3 0.3
H -0.090 4.796 4.577 -0.2 0.4 -0.1
H 3.612 4.703 4.370 -0.6 -0.2 0.6
H -3.398 -4.672 -5.098 0.0 0.0 -0.1
H 4.989 4.075 0.840 0.3 0.0 0.0
H -5.552 -2.761 -3.235 -1.2 0.3 -0.4
H 0.637 6.198 1.273 0.7 -0.8 -0.2
H 2.737 6.319 3.042 -0.1 0.7 -0.1
H 3.622 7.227 1.717 -0.5 -0.1 -0.4
H -0.704 3.484 3.608 0.1 -0.2 -0.3
H 1.334 0.960 -1.268 0.2 0.3 0.5
H -6.249 -3.228 -1.607 0.0 -0.2 -0.3
H -2.297 -4.539 -3.717 0.3 -0.1 -0.4
H 4.079 1.090 3.536 0.0 0.0 0.2
H -5.708 -1.593 -1.894 0.5 0.1 0.1
H 0.826 3.382 4.532 0.2 -0.3 -0.5
H 4.879 2.142 2.355 0.4 -0.3 0.0
H -2.152 -2.435 -1.915 -0.2 -0.2 0.0
H -5.234 -7.039 -3.476 -0.1 -0.5 -0.6
H 4.835 3.521 4.368 0.2 -0.2 0.3
H -2.591 -3.638 0.549 0.1 0.2 -0.6
H -3.429 -1.234 -2.115 0.2 0.1 0.0
H 3.411 1.291 1.927 -0.3 0.3 0.2
H -0.658 -6.326 -1.841 0.1 0.8 0.2
H 3.778 4.443 -0.378 0.4 -0.1 -0.3
H 3.592 1.311 -0.390 0.7 0.5 0.2
H -3.059 -2.299 -3.448 0.2 0.1 -0.4
H -5.439 -5.803 -4.775 0.3 -0.1 -0.1
H 0.219 6.557 2.851 -0.3 0.0 0.4
H 0.716 0.827 0.429 0.2 0.1 -0.2
H 4.894 5.696 0.151 -0.4 0.3 0.5
H -0.796 5.480 1.882 -0.1 -0.4 0.2
H -1.532 -6.961 -0.450 -0.2 -0.2 -0.1
H -6.158 -5.641 -3.206 0.1 0.3 0.2
H 3.346 3.062 5.264 0.1 0.7 0.4
H 4.443 6.193 2.828 0.4 0.0 0.1
H 1.900 -0.381 -0.216 -0.3 0.0 0.1
H -0.953 -4.292 0.291 -0.1 -0.1 0.2
```
Positions in Å, forces in eV/Å.

Summary:
- charge = 0
- orbital gap (eV) = 7.00
- HOMO energy (eV) = -7.626
- LUMO (eV) = -0.6

=====

No. 3
Molecular formula: C14H40CrO12
Method: DFT, ωB97M-V/def2-TZVPD

XYZ file:
```
67
Properties=species:S:1:pos:R:3:forces:R:3
Cr -4.336 1.366 1.152 0.8 -1.1 -2.3
O 3.836 -1.624 0.990 -0.4 0.8 -0.2
O 1.084 -2.573 -3.780 0.0 -0.8 -0.3
O -2.191 -0.317 4.165 -0.1 -1.2 0.6
O -0.678 -3.655 4.317 -0.8 -0.5 -0.1
O -0.840 2.736 -5.502 0.7 1.3 -3.4
O 1.834 -3.079 2.664 -0.7 1.6 0.9
O -2.334 0.473 0.825 -0.5 0.2 0.3
O 1.170 3.430 4.270 0.0 -1.8 -0.6
O -1.456 3.983 -3.111 1.0 1.0 0.7
O -5.314 1.094 -0.796 0.3 -0.4 0.4
O 4.111 -1.995 -4.066 1.4 -0.4 -0.8
O 3.095 3.613 2.133 -0.4 1.6 -0.2
C -3.867 -0.383 -2.270 -1.2 -0.9 0.4
C -0.868 2.054 -4.350 0.0 -1.1 3.2
C -1.605 -1.539 4.666 0.5 2.3 1.6
C 1.875 -1.422 -3.878 -1.9 1.6 0.9
C -5.286 0.070 -1.759 1.6 0.9 0.9
C -1.868 2.677 -3.445 -1.4 0.9 0.8
C -0.541 -0.085 -0.771 -0.2 -1.1 0.5
C 2.943 2.520 2.978 0.2 -2.9 -1.3
C 3.172 -1.490 -3.156 0.9 -0.1 -0.9
C 2.472 -1.201 1.281 1.0 -0.1 1.2
C 1.525 2.241 3.401 -0.4 3.1 1.5
C -1.594 -2.711 3.763 0.6 0.8 0.1
C 2.075 -1.618 2.761 0.6 -0.6 -3.1
C -0.978 0.298 0.654 -1.4 0.7 -0.8
H -1.239 4.446 -3.924 0.0 0.0 -0.2
H -2.637 -3.024 3.722 0.3 -0.8 -0.6
H -2.007 2.167 -2.492 -0.1 -0.2 -0.2
H 4.928 -2.014 -3.562 0.4 -0.2 -0.4
H -5.852 -0.806 -1.441 -0.1 -0.4 0.1
H -1.203 -2.301 2.832 -0.4 -0.6 -0.6
H 3.679 3.419 1.397 -0.1 -0.1 0.2
H 2.681 -3.518 2.560 0.1 0.1 0.2
H -0.633 -0.433 1.385 0.8 -0.3 0.3
H -4.073 -1.245 -2.904 -0.2 0.0 -0.8
H 3.236 -2.212 -2.341 -1.0 0.3 0.7
H -5.686 0.396 -2.719 -0.9 0.4 -0.2
H 1.757 -1.497 0.514 -0.1 -0.9 0.3
H 1.725 4.125 3.910 -0.2 0.3 0.0
H 0.181 -3.488 3.921 0.2 0.0 -0.2
H -2.834 2.913 -3.892 -0.5 -1.3 -0.4
H 3.676 2.529 3.785 -0.3 0.1 0.4
H 4.029 -2.560 1.085 -0.7 -0.1 0.0
H -0.941 0.966 -4.350 -0.3 -0.2 -0.6
H 1.409 1.324 3.978 0.2 0.2 0.2
H -1.733 -0.076 3.356 -0.1 0.1 -0.5
H -0.474 1.263 0.716 0.6 0.4 1.0
H 2.460 -0.122 1.132 0.4 0.2 0.4
H -0.760 -1.116 -1.050 -0.7 -0.1 -0.1
H 1.356 -3.033 -2.983 -0.2 -0.1 0.0
H 3.145 1.642 2.366 0.6 -0.5 0.1
H 2.872 -1.390 3.469 0.1 -0.1 -0.1
H 0.046 2.278 -3.800 0.5 -0.2 -0.3
H 1.321 -0.588 -3.446 -0.3 0.2 0.8
H -2.032 -1.774 5.641 -0.8 0.0 -0.2
H 1.841 -1.047 -4.901 1.1 -0.7 -0.4
H -0.592 -1.309 4.995 0.6 0.0 -0.4
H -1.037 0.612 -1.447 0.4 -0.1 -0.2
H -3.200 -0.877 -1.562 0.2 1.0 0.5
H 0.794 2.223 2.593 0.3 0.0 -0.3
H 3.534 -0.514 -2.835 -0.4 0.2 0.3
H -3.460 0.431 -2.870 0.5 -0.2 0.3
H 1.217 -0.988 2.998 -0.6 -0.9 0.3
H -1.475 2.438 -6.158 -0.2 -0.2 0.2
H 0.548 -0.108 -0.816 0.3 0.8 -0.2
```
Positions in Å, forces in eV/Å.

Summary:
- energy above the lowest of the compared OMol25 structures with the same formula, charge and spin (kcal/mol) = 0.0
- charge = -1
- orbital gap (alpha / beta) (eV) = 4.69 / 5.99
- HOMO energy (alpha / beta) (eV) = -3.070 / -4.365
- LUMO (alpha / beta) (eV) = 1.6 / 1.6
- 2S+1 = 6
- ⟨S²⟩ = 8.7561